Record 1
The following is a quantum chemistry calculation of a structure of composition C3H4N2S2 in a non-equilibrium geometry, from the OMol25 dataset.

Its gap between HOMO and LUMO (alpha / beta) is 8.54 / 7.46 eV. For the total energy, the calculation gives -1022.42003 Ha. The calculation puts the LUMO energy (alpha / beta) at -0.12 / -0.66 eV. The spin multiplicity is 1. The calculation puts the relative energy (zero: lowest compared OMol25 entry of this formula, charge and spin) at 5.323 eV. The net charge is 0.

```
11
Properties=species:S:1:pos:R:3:forces:R:3:lowdin_charge:R:1
S -2.284327 1.125747 0.481834 0.68 -0.57 -0.64 0.940
S 2.894539 1.428428 0.141411 -1.00 1.88 -2.61 0.734
N 2.397743 -0.064472 0.058345 -1.78 -2.09 -1.08 -0.463
N -0.559039 1.125541 0.494719 -0.36 -0.06 0.12 -0.288
C -2.299982 -0.431709 -0.253243 -2.42 -0.95 0.64 -0.476
C -1.124153 -1.013873 -0.424750 2.35 1.32 0.91 -0.152
C -0.164748 0.014709 0.061794 0.06 -1.13 -0.56 -0.242
H -3.141019 -1.122346 -0.320021 -0.53 0.95 -0.17 0.079
H 3.468227 1.205565 1.215541 1.87 0.03 3.18 -0.192
H -0.997218 -2.062754 -0.672453 0.38 0.44 -0.12 0.101
H 1.809978 -0.204838 -0.783178 0.74 0.17 0.33 -0.041
```
Forces are in eV/Å.



Record 2
The following is a quantum chemistry calculation of a structure of composition C3H4N2S2 in a non-equilibrium geometry, from the OMol25 dataset.

Its gap between HOMO and LUMO is 8.28 eV. For the total energy, the calculation gives -1022.52103 Ha. The calculation puts the LUMO energy at -0.25 eV. The spin multiplicity is 1. The calculation puts the relative energy (zero: lowest compared OMol25 entry of this formula, charge and spin) at 2.575 eV. The net charge is 0.

```
11
Properties=species:S:1:pos:R:3:forces:R:3:lowdin_charge:R:1
S 2.634859 -0.368649 -0.202213 -0.26 0.40 0.40 0.626
S -1.642699 -1.127655 -0.256800 0.40 -1.65 0.32 0.845
N -1.969823 0.445695 -0.070351 0.63 2.26 0.15 -0.358
N 0.400605 1.020504 -0.099495 -1.60 4.67 0.18 -0.012
C 1.024138 -0.115980 0.035105 0.56 -3.48 -0.90 -0.961
C -1.038369 1.307661 -0.021600 1.45 -1.13 -0.33 -0.240
C 0.104881 -1.389743 0.224378 1.34 -2.19 -0.35 -0.491
H 0.410198 -2.301547 -0.739942 -0.45 2.81 3.59 0.162
H 0.943708 1.961148 -0.189528 -0.79 -2.77 0.18 0.182
H -1.153537 2.377494 -0.078403 -0.67 0.11 0.26 0.111
H 0.286041 -1.808927 1.398848 -0.60 0.96 -3.50 0.137
```
Forces are in eV/Å.



Record 3
The following is a quantum chemistry calculation of a structure of composition C3H4N3 in a non-equilibrium geometry, from the OMol25 dataset.

Its gap between HOMO and LUMO (alpha / beta) is 7.31 / 7.33 eV. For the total energy, the calculation gives -280.43185 Ha. The calculation puts the LUMO energy (alpha / beta) at -9.28 / -9.27 eV. The spin multiplicity is 1. The calculation puts the relative energy (zero: lowest compared OMol25 entry of this formula, charge and spin) at 5.367 eV. The net charge is +1.

```
10
Properties=species:S:1:pos:R:3:forces:R:3:lowdin_charge:R:1
N 1.137748 1.108409 -0.099702 -1.89 1.53 -0.17 0.186
N 2.082958 0.362696 -0.007793 1.23 -3.00 0.03 -0.025
N 2.435950 -0.730156 -0.038816 0.47 0.55 0.26 0.306
C -1.369951 0.560881 -0.014549 3.00 -0.49 1.18 0.068
C 0.109097 0.152788 -0.007556 -1.22 4.49 0.33 -0.305
C 0.484804 -1.087806 -0.062740 -0.50 -3.24 -0.24 0.309
H -1.456129 1.225290 -0.844537 -0.59 0.88 -0.11 0.111
H 0.072734 -2.074933 0.211987 1.17 0.28 -0.11 0.151
H -1.896692 -0.313876 -0.166088 -1.55 -1.92 -0.76 0.071
H -1.600515 0.796709 1.029798 -0.10 0.92 -0.41 0.128
```
Forces are in eV/Å.



Record 4
The following is a quantum chemistry calculation of the ion C3H4N3O with charge +1 in a non-equilibrium geometry, from the OMol25 dataset.

Its gap between HOMO and LUMO is 7.65 eV. For the total energy, the calculation gives -355.77340 Ha. The calculation puts the LUMO energy at -5.95 eV. The spin multiplicity is 1. The calculation puts the relative energy (zero: lowest compared OMol25 entry of this formula, charge and spin) at 2.912 eV. The net charge is +1.

```
11
Properties=species:S:1:pos:R:3:forces:R:3:lowdin_charge:R:1
O -1.458719 -1.841516 0.002148 -0.05 0.19 0.03 0.339
N -1.124191 1.231598 0.000138 0.76 -1.94 0.05 0.075
N -2.383761 1.349236 0.004346 -1.19 2.56 -0.03 0.028
N -2.921599 0.067946 -0.004083 -0.10 -0.60 0.01 0.129
C -2.140549 -0.923997 0.010931 -0.92 -1.48 -0.04 -0.131
C -0.170507 0.543996 0.015011 0.14 2.22 -0.06 -0.015
C 1.170447 0.093584 0.020207 1.17 -0.79 0.11 0.003
H -3.943358 0.016448 -0.005251 0.28 -0.21 0.01 0.215
H 1.254651 -0.836546 -0.547803 0.05 0.04 0.00 0.114
H 1.542828 -0.066917 1.034007 -0.02 -0.01 -0.06 0.114
H 1.796175 0.836456 -0.484989 -0.13 0.03 -0.01 0.128
```
Forces are in eV/Å.



Record 5
The following is a quantum chemistry calculation of a cluster of 2 separate species, C3H4N3O3S in total in a non-equilibrium geometry, from the OMol25 dataset.

Its gap between HOMO and LUMO (alpha / beta) is 7.67 / 6.51 eV. For the total energy, the calculation gives -904.43049 Ha. The calculation puts the LUMO energy (alpha / beta) at -6.76 / -7.35 eV. The spin multiplicity is 1. The calculation puts the relative energy (zero: lowest compared OMol25 entry of this formula, charge and spin) at 1.722 eV. The net charge is +1.

```
14
Properties=species:S:1:pos:R:3:forces:R:3:lowdin_charge:R:1
S -0.687630 0.337673 0.259374 -1.91 0.22 -0.44 1.114
O 0.917460 0.390659 0.339135 3.49 0.04 -0.11 -0.367
O 5.148107 0.856460 -0.926018 -1.32 -0.40 -1.14 0.297
O 0.089026 1.911596 -2.085461 -0.09 -0.35 0.35 0.111
N 2.271420 2.262256 -2.907920 -0.66 -2.67 2.04 0.234
N 2.919433 0.392497 -0.469831 -2.90 -0.37 1.68 0.165
N 1.668206 0.257854 -0.753491 -0.52 -0.28 -0.06 0.064
C -1.038917 0.336484 1.986042 0.91 -0.09 3.00 -0.348
C 1.174430 2.071103 -2.474654 -0.49 1.39 -1.16 -0.401
C 4.016442 0.614441 -0.940673 2.74 0.78 0.74 -0.174
H -0.973513 1.228061 2.720538 -0.30 -0.68 -2.12 0.112
H 2.679542 2.941294 -3.436786 1.09 2.06 -1.61 0.072
H -0.353329 -0.358291 2.487637 0.38 -0.06 -0.42 0.056
H -1.946787 -0.230618 2.207710 -0.44 0.42 -0.74 0.065
```
Forces are in eV/Å.



Record 6
The following is a quantum chemistry calculation of an isolated molecule of C3H4N4 in a non-equilibrium geometry, from the OMol25 dataset.

Its gap between HOMO and LUMO is 9.12 eV. For the total energy, the calculation gives -335.64275 Ha. The calculation puts the LUMO energy at 0.06 eV. The spin multiplicity is 1. The calculation puts the relative energy (zero: lowest compared OMol25 entry of this formula, charge and spin) at 3.553 eV. The net charge is 0. As for the SMILES: N=c1nc[nH]cn1.

```
11
Properties=species:S:1:pos:R:3:forces:R:3:lowdin_charge:R:1
N 0.490973 -0.917992 -0.673343 3.23 2.39 2.13 0.065
N -1.174502 0.171633 -2.051192 1.86 0.20 3.41 0.071
N 1.083715 0.206737 1.348901 -1.10 0.15 2.96 0.005
N -1.186853 0.520865 0.419367 1.44 -0.39 -1.24 0.107
C -0.298274 0.604218 1.338100 -0.91 1.62 2.46 -0.211
C 1.427165 -0.588030 0.283426 -1.11 -1.92 -4.12 -0.182
C -0.667097 -0.033970 -0.808017 -0.09 -1.13 -4.01 -0.459
H -0.660414 1.193633 2.328971 1.15 -1.73 -2.20 0.159
H -0.588461 -0.090838 -2.936442 -0.94 -0.15 2.94 0.074
H 1.409672 0.024064 2.417512 -0.46 0.57 -3.80 0.206
H 2.575120 -0.888868 0.002788 -3.08 0.41 1.48 0.165
```
Forces are in eV/Å.